[1]
C7H24AgN6O7 as an isolated structure, computed with ωB97M-V/def2-TZVPD.

```
45
Properties=species:S:1:pos:R:3:mulliken_spin:R:1
Ag -0.386 0.365 0.126 0.68
O 1.528 1.709 0.284 0.05
O -0.719 2.381 -0.994 0.01
O 0.197 -0.138 -2.022 0.07
O -1.516 -1.505 -0.115 0.11
O -0.138 0.666 2.302 -0.02
O 1.557 -1.133 0.449 0.01
O -2.386 1.271 1.094 0.02
N 0.013 1.338 4.391 0.52
N -0.663 -1.130 -3.871 0.01
N 1.198 -1.717 -3.117 0.01
N 1.679 0.411 3.659 0.55
N -0.702 -3.549 -0.066 0.02
N -1.961 -3.036 -1.704 0.01
C 0.459 0.785 3.338 -0.01
C 2.660 0.982 -0.282 0.01
C -2.071 2.744 -0.809 0.00
C 2.698 -0.309 0.500 0.00
C -2.536 2.612 0.601 0.00
C 0.203 -0.938 -2.955 0.01
C -1.360 -2.586 -0.639 0.01
H 1.800 -2.060 0.508 0.00
H -0.660 -2.058 -4.270 0.00
H -3.574 2.931 0.699 0.00
H -1.504 -3.878 -2.022 0.00
H -0.428 3.141 -1.503 0.00
H -2.679 1.408 1.998 0.00
H 2.897 -0.115 1.554 0.01
H -0.243 -3.320 0.803 0.00
H -1.839 3.131 1.258 0.00
H 2.178 -0.291 3.132 -0.02
H 3.588 -0.816 0.128 0.00
H -1.422 -0.482 -4.026 0.00
H -2.412 -2.384 -2.329 0.00
H 3.626 1.477 -0.377 0.00
H -2.364 3.757 -1.083 0.00
H 2.414 0.631 -1.284 0.00
H 1.923 -1.527 -2.441 0.00
H 1.756 2.641 0.245 0.00
H 1.186 -2.510 -3.741 0.00
H -0.927 1.700 4.472 -0.02
H 1.910 0.558 4.631 -0.02
H 0.550 1.276 5.244 -0.02
H -0.907 -4.512 -0.292 0.00
H -2.622 2.080 -1.475 0.00
```

Summary:
⟨S²⟩: 2.02
E_LUMO (alpha / beta), eV: -8.9 / -15.5
Net charge: +3
Spin multiplicity: 3
Frontier orbital gap (alpha / beta), eV: 9.81 / 3.12
Calculated total energy, a.u.: -1282.12667



[2]
A 3-piece molecular cluster, C3H15N2O2 overall, computed with ωB97M-V/def2-TZVPD.

```
22
Properties=species:S:1:pos:R:3:mulliken_charge:R:1
O 0.040 0.524 3.130 -0.65
O 0.659 3.647 -1.334 -0.64
N -1.328 -1.532 -1.785 -0.58
N 0.630 0.024 -0.390 -0.08
C 1.779 -0.443 0.396 -0.81
C -1.199 -1.697 -0.337 -0.39
C -0.785 -0.272 0.110 -0.42
H 2.702 -0.452 -0.404 0.30
H -0.920 -0.230 1.240 0.04
H 1.277 4.421 -1.285 0.33
H 1.867 0.081 1.279 0.41
H -0.134 -0.465 3.116 0.34
H -1.520 0.538 -0.248 0.36
H 0.414 3.782 -2.230 0.32
H -2.250 -0.935 -2.071 0.24
H -2.190 -2.055 0.082 0.36
H 0.743 1.032 -0.547 0.31
H 1.654 -1.433 0.946 0.28
H -0.336 -2.472 -0.123 0.28
H -1.427 -2.392 -2.210 0.23
H -0.303 0.653 4.056 0.32
H 0.626 -0.323 -1.393 0.46
```

Summary:
E_LUMO, eV: -2.7
Net charge: +1
Relative energy (zero: lowest compared OMol25 entry of this formula, charge and spin), kJ/mol: 214.4
Spin multiplicity: 1
Frontier orbital gap, eV: 10.99
Calculated total energy, a.u.: -382.99424



[3]
A 2-piece molecular cluster, C6H12FN2O2 overall, computed with ωB97M-V/def2-TZVPD.

```
23
Properties=species:S:1:pos:R:3:mulliken_charge:R:1
F 0.326 -0.623 -1.860 -0.35
O 3.544 0.083 -0.158 -0.47
O 2.132 -1.352 0.582 -0.67
N 2.453 -0.195 0.177 0.99
N -0.284 -2.234 0.256 -0.14
C 1.634 2.096 0.337 -0.95
C -1.037 -0.937 -0.059 0.22
C -0.923 1.261 -1.425 -1.63
C 1.386 0.803 0.125 0.29
C -1.561 -0.247 1.275 -1.40
C -0.229 0.031 -0.948 0.63
H -0.272 -2.820 -0.553 0.38
H -0.212 1.753 -1.990 0.49
H -0.952 0.231 2.012 0.40
H -1.245 1.855 -0.558 0.38
H 2.549 2.438 0.680 0.35
H 0.883 2.777 0.305 0.31
H -1.807 0.908 -1.906 0.42
H -2.295 -0.820 1.928 0.39
H -1.965 -1.142 -0.706 0.38
H -0.626 -2.693 1.008 0.30
H 0.755 -1.845 0.368 0.32
H -2.253 0.672 1.112 0.36
```

Summary:
E_LUMO, eV: -4.3
Net charge: +1
Relative energy (zero: lowest compared OMol25 entry of this formula, charge and spin), kJ/mol: 92.8
Spin multiplicity: 1
Frontier orbital gap, eV: 9.93
Calculated total energy, a.u.: -595.21241